Computed, not measured: 2 unconnected molecules or ions with the total composition C5H12NO, with ωB97M-V with the def2-TZVPD basis set.

```
! wB97M-V def2-TZVPD RIJCOSX def2/J DEFGRID3
* xyz 1 1
H 0.46 -1.44 2.00
H -2.29 2.71 -0.73
O -1.15 -1.63 -0.94
H 1.26 -0.07 -0.35
C 1.30 -0.93 1.55
H 3.08 0.17 1.70
C -1.42 -0.33 -1.40
H 2.15 -1.49 -0.28
C 2.24 -0.29 2.20
H 0.49 -1.50 -0.31
N 1.32 -1.00 0.07
C -1.42 2.13 -1.06
H -1.56 -0.28 -2.47
H -0.55 2.64 -0.64
H -1.87 -1.89 -0.35
H 2.15 -0.26 3.28
H -1.38 2.20 -2.14
C -1.44 0.71 -0.59
H -1.36 0.56 0.48
*
```

electronic energy: -327.4062 hartree
Kohn-Sham gap: 10.343 eV
energy above the lowest of the compared OMol25 structures with the same formula, charge and spin: 1.452 eV
HOMO level: -13.49 eV

---

Computed, not measured: a molecular structure, C6H7LiO6 in a non-equilibrium geometry, with ωB97M-V with the def2-TZVPD basis set.

```
! wB97M-V def2-TZVPD RIJCOSX def2/J DEFGRID3
* xyz 0 1
C -4.40 -0.18 -0.47
H -3.74 0.68 -2.06
O -0.39 1.46 0.99
C -3.99 -0.93 3.02
H -4.25 -1.77 3.67
Li -2.04 0.76 0.40
O 0.40 -0.18 2.31
H -3.98 0.06 3.49
C -4.55 -1.00 1.75
C -1.77 -0.95 2.83
H -5.52 -1.41 1.47
O -3.96 -0.18 0.80
O -3.46 0.48 -1.15
H 1.60 2.50 1.70
C 0.47 1.00 1.71
O 1.52 1.65 2.15
C -0.72 -0.96 2.03
H -1.75 -0.88 3.91
H -0.59 -1.63 1.18
O -5.42 -0.65 -0.88
*
```

electronic energy: -691.6837 hartree
Kohn-Sham gap: 5.296 eV
energy above the lowest of the compared OMol25 structures with the same formula, charge and spin: 3.366 eV
HOMO level: -5.54 eV

---

Computed, not measured: a gas-phase ion, C7H7N2O (charge +1) in a non-equilibrium geometry, with ωB97M-V with the def2-TZVPD basis set.

```
! wB97M-V def2-TZVPD RIJCOSX def2/J DEFGRID3
* xyz 1 1
H -1.52 -1.85 -0.42
H 0.50 3.44 0.75
N -0.13 -0.47 -0.10
C 0.90 1.50 -2.81
C -0.46 -1.84 -0.27
C -0.26 0.10 1.14
H 0.99 1.72 -3.94
H -0.39 -2.36 0.71
N 1.07 2.39 -1.90
C 0.69 1.95 -0.74
C 0.41 2.45 0.52
H 0.26 -2.30 -0.92
H -0.35 1.84 2.38
C -0.07 1.47 1.39
H -0.63 -0.64 1.82
C 0.18 0.34 -1.07
O 0.43 0.28 -2.38
*
```

electronic energy: -455.3639 hartree
structure (SMILES): C[n+]1cccc2ncoc21
Kohn-Sham gap: 8.822 eV
energy above the lowest of the compared OMol25 structures with the same formula, charge and spin: 1.590 eV
HOMO level: -13.60 eV

---

Computed, not measured: a single C3H5NOS2 molecule in a non-equilibrium geometry, with ωB97M-V with the def2-TZVPD basis set.

```
! wB97M-V def2-TZVPD RIJCOSX def2/J DEFGRID3
* xyz 0 1
O 0.66 -1.15 -1.29
H 1.10 -1.88 1.28
H 0.65 -0.75 2.76
C -0.10 0.72 -0.58
C 0.63 -1.01 1.64
S 1.07 0.57 0.75
H -0.49 -1.23 1.47
C -0.92 1.96 -0.85
H 0.24 -2.05 -1.82
N -0.13 -0.07 -1.56
S -1.87 2.53 -1.94
H -0.82 2.36 0.14
*
```

electronic energy: -1043.5325 hartree
structure (SMILES): CS/C(C=S)=N\O
Kohn-Sham gap: 7.991 eV
energy above the lowest of the compared OMol25 structures with the same formula, charge and spin: 4.265 eV
HOMO level: -8.73 eV